{"formula": "C66H142O30", "method": "ωB97M-V/def2-TZVPD", "elements": ["C", "C", "C", "C", "C", "C", "H", "H", "H", "H", "H", "H", "H", "H", "H", "H", "H", "H", "H", "H", "C", "O", "C", "C", "O", "C", "C", "O", "C", "H", "H", "H", "H", "H", "H", "H", "H", "H", "H", "H", "H", "H", "H", "C", "O", "C", "C", "O", "C", "C", "O", "C", "H", "H", "H", "H", "H", "H", "H", "H", "H", "H", "H", "H", "H", "H", "C", "O", "C", "C", "O", "C", "C", "O", "C", "H", "H", "H", "H", "H", "H", "H", "H", "H", "H", "H", "H", "H", "H", "C", "O", "C", "C", "O", "C", "C", "O", "C", "H", "H", "H", "H", "H", "H", "H", "H", "H", "H", "H", "H", "H", "H", "O", "C", "O", "C", "C", "C", "H", "H", "H", "H", "H", "H", "H", "H", "O", "C", "O", "C", "C", "C", "H", "H", "H", "H", "H", "H", "H", "H", "O", "C", "O", "C", "C", "C", "H", "H", "H", "H", "H", "H", "H", "H", "O", "C", "O", "C", "C", "C", "H", "H", "H", "H", "H", "H", "H", "H", "O", "C", "O", "C", "C", "C", "H", "H", "H", "H", "H", "H", "H", "H", "O", "C", "O", "C", "C", "C", "H", "H", "H", "H", "H", "H", "H", "H", "O", "C", "O", "C", "C", "C", "H", "H", "H", "H", "H", "H", "H", "H", "O", "C", "O", "C", "C", "C", "H", "H", "H", "H", "H", "H", "H", "H", "O", "C", "O", "C", "C", "C", "H", "H", "H", "H", "H", "H", "H", "H"], "positions_angstrom": [[4.8804, 3.1504, 25.7459], [3.5133, 3.5419, 25.0977], [3.6877, 3.6745, 23.5664], [2.4454, 4.2085, 22.8297], [2.6954, 4.0682, 21.3434], [1.4216, 4.4440, 20.4956], [5.4538, 4.0242, 26.0553], [5.6037, 2.5635, 25.1798], [4.7078, 2.6581, 26.7030], [2.8032, 2.7181, 25.1692], [3.0500, 4.3943, 25.5948], [3.9600, 2.6856, 23.1978], [4.5035, 4.3698, 23.3689], [1.5653, 3.6530, 23.1536], [2.1310, 5.2044, 23.1418], [3.5064, 4.7270, 21.0330], [3.0198, 3.0847, 21.0037], [1.2282, 4.0414, 19.5013], [0.6073, 4.0756, 21.1196], [1.2150, 5.5131, 20.4461], [-11.5268, 12.7101, 22.2467], [-10.9805, 12.3185, 23.5470], [-11.9133, 12.4904, 24.5448], [-11.6042, 11.6269, 25.8094], [-11.5248, 10.2672, 25.4162], [-12.7833, 9.5352, 25.5214], [-12.4097, 8.0423, 25.7211], [-11.9065, 7.3126, 24.5553], [-11.2002, 6.1080, 24.7094], [-10.9649, 12.1346, 21.5111], [-11.4488, 13.7854, 22.0862], [-12.5575, 12.4063, 22.0635], [-12.9537, 12.2908, 24.2880], [-11.9002, 13.5660, 24.7211], [-12.3332, 11.7778, 26.6056], [-10.6443, 11.8863, 26.2558], [-13.4344, 9.4541, 24.6509], [-13.3847, 9.8939, 26.3567], [-13.3164, 7.5078, 26.0044], [-11.6496, 7.9333, 26.4947], [-11.9419, 5.3535, 24.9714], [-10.3722, 6.2468, 25.4046], [-10.7196, 5.8366, 23.7694], [-4.2193, 13.0428, 39.9072], [-4.5126, 13.9640, 40.9508], [-5.3752, 13.4489, 41.9296], [-5.7857, 14.6663, 42.7905], [-6.5717, 15.5602, 41.9913], [-7.1296, 16.6279, 42.7459], [-7.4617, 17.8457, 41.9149], [-7.7260, 18.9222, 42.7876], [-8.3827, 19.9869, 42.0668], [-3.8917, 12.0510, 40.2190], [-3.4275, 13.6056, 39.4129], [-5.0815, 12.9839, 39.2430], [-4.8650, 12.6991, 42.5342], [-6.2763, 13.0257, 41.4857], [-4.8813, 15.1545, 43.1534], [-6.3181, 14.3684, 43.6938], [-6.3504, 16.9423, 43.4403], [-7.9461, 16.3044, 43.3915], [-8.2142, 17.6046, 41.1640], [-6.5747, 18.1950, 41.3864], [-7.8473, 20.2701, 41.1606], [-8.4511, 20.8297, 42.7546], [-9.3605, 19.6116, 41.7652], [-4.6875, 8.2004, 24.6247], [-4.1834, 9.5133, 24.8572], [-5.1372, 10.5117, 24.9499], [-4.5280, 11.8523, 25.4156], [-3.9412, 11.8502, 26.7637], [-2.5391, 11.6031, 26.7621], [-2.2156, 11.3617, 28.2638], [-2.3232, 12.5396, 28.9855], [-2.0243, 12.2600, 30.3494], [-3.8792, 7.4725, 24.5537], [-5.1817, 8.1390, 23.6551], [-5.4367, 7.8596, 25.3393], [-5.8743, 10.3459, 25.7355], [-5.6743, 10.5769, 24.0036], [-5.4317, 12.4264, 25.6203], [-4.0200, 12.3784, 24.6074], [-1.9825, 12.3511, 26.1974], [-2.2574, 10.6358, 26.3461], [-1.2133, 10.9540, 28.3947], [-2.9157, 10.6056, 28.6191], [-1.0687, 11.7608, 30.5099], [-2.7203, 11.5637, 30.8170], [-2.1136, 13.1017, 31.0361], [-5.6078, 20.5139, 23.9576], [-5.6601, 19.2278, 24.4630], [-6.3068, 19.0757, 25.7247], [-7.8521, 18.9542, 25.6484], [-8.3845, 20.2608, 25.7630], [-9.8485, 20.3492, 25.9078], [-10.2651, 20.1948, 27.3739], [-10.3827, 18.8389, 27.7934], [-10.8029, 18.7008, 29.1829], [-5.1017, 21.1315, 24.6996], [-6.6303, 20.8893, 23.9191], [-5.1364, 20.6118, 22.9797], [-6.0406, 19.8902, 26.3983], [-5.9971, 18.1589, 26.2263], [-8.3115, 18.2927, 26.3829], [-8.1233, 18.5353, 24.6793], [-10.4413, 19.6410, 25.3289], [-10.1807, 21.3139, 25.5244], [-11.2746, 20.5698, 27.5422], [-9.5905, 20.7219, 28.0486], [-11.8377, 19.0052, 29.3393], [-10.1875, 19.3457, 29.8101], [-10.7251, 17.6809, 29.5597], [-7.1625, 18.1826, 34.7348], [-6.5838, 17.1278, 34.5679], [-5.8011, 16.7532, 33.5138], [-5.7493, 17.4972, 32.2972], [-4.9530, 18.8146, 32.3784], [-6.5915, 16.0748, 35.5778], [-6.7243, 17.7995, 31.9151], [-5.3063, 16.8128, 31.5737], [-5.4605, 19.4576, 33.0976], [-4.9208, 19.4119, 31.4672], [-3.9512, 18.6602, 32.7792], [-7.2463, 15.2524, 35.2898], [-7.0381, 16.5392, 36.4570], [-5.6309, 15.6968, 35.9277], [-6.0988, 7.8194, 34.3570], [-5.1341, 7.8595, 33.5956], [-5.1558, 8.3307, 32.3540], [-6.3271, 8.8719, 31.7075], [-6.8232, 10.2089, 32.2883], [-3.7519, 7.4920, 34.0380], [-7.0932, 8.1012, 31.7933], [-6.1501, 8.8527, 30.6322], [-7.1540, 10.1396, 33.3246], [-7.6862, 10.6017, 31.7506], [-6.0509, 10.9746, 32.2151], [-3.1873, 8.3836, 34.3109], [-3.1465, 7.1423, 33.2018], [-3.7385, 6.7672, 34.8520], [-4.6796, 6.2880, 13.4670], [-4.5465, 5.3224, 14.2938], [-3.9621, 4.2036, 14.0468], [-3.2983, 3.8652, 12.8370], [-2.3835, 2.6160, 12.9373], [-4.8373, 5.4981, 15.7716], [-2.6830, 4.7108, 12.5299], [-4.0869, 3.6331, 12.1212], [-1.9718, 2.3572, 11.9618], [-2.7600, 1.7086, 13.4095], [-1.5096, 2.9340, 13.5059], [-4.8628, 6.5737, 15.9465], [-3.9809, 5.1110, 16.3237], [-5.7813, 5.0403, 16.0673], [-0.0902, 11.0423, 16.7244], [-1.0994, 11.0585, 15.9925], [-2.3272, 11.5217, 16.2869], [-2.6245, 11.9856, 17.6155], [-3.9714, 12.6974, 17.4967], [-0.9995, 10.5524, 14.5644], [-1.9381, 12.7511, 17.9775], [-2.5127, 11.1675, 18.3271], [-3.9214, 13.5267, 16.7912], [-4.3894, 13.0440, 18.4418], [-4.7661, 12.0356, 17.1523], [-0.3712, 9.6620, 14.5408], [-0.5417, 11.3261, 13.9480], [-1.9680, 10.2564, 14.1613], [-5.7647, 3.3625, 29.3349], [-4.8986, 2.7402, 29.9335], [-3.6166, 2.5554, 29.4896], [-3.1361, 3.1240, 28.2689], [-2.5657, 4.5384, 28.4616], [-5.0806, 2.1831, 31.3517], [-3.9059, 3.1533, 27.4978], [-2.3775, 2.4699, 27.8391], [-3.1846, 5.3794, 28.7746], [-2.0438, 4.8865, 27.5702], [-1.7893, 4.5305, 29.2265], [-4.6264, 2.7736, 32.1473], [-4.6873, 1.1678, 31.4012], [-6.1365, 2.2286, 31.6185], [3.9661, 18.7912, 30.0203], [3.7654, 17.6753, 29.5147], [3.3766, 17.4004, 28.2958], [3.1461, 18.3802, 27.3048], [1.6856, 18.9163, 27.2252], [3.7426, 16.4830, 30.4295], [3.3712, 17.8731, 26.3666], [3.7922, 19.2437, 27.4632], [1.0642, 18.0492, 27.0012], [1.5202, 19.6175, 26.4073], [1.2972, 19.3744, 28.1348], [3.5396, 15.5601, 29.8863], [2.9403, 16.6635, 31.1450], [4.6906, 16.3494, 30.9506], [3.4283, 7.8209, 35.5866], [4.2862, 7.3875, 34.8443], [4.9821, 6.2943, 34.9463], [4.7099, 5.3872, 36.0143], [5.7609, 4.3147, 36.0854], [4.7116, 8.1819, 33.6216], [3.7336, 4.9273, 35.8612], [4.6914, 5.9152, 36.9676], [5.3220, 3.5088, 36.6735], [6.6707, 4.6443, 36.5872], [6.0425, 3.9174, 35.1102], [3.9318, 8.0775, 32.8673], [5.6844, 7.7911, 33.3234], [4.8985, 9.2395, 33.8080], [4.5197, 9.8714, 25.7363], [5.5324, 9.8534, 25.0167], [5.5255, 10.1747, 23.6865], [4.3129, 10.5275, 22.9382], [3.8934, 12.0041, 23.2468], [6.9718, 9.7149, 25.4862], [3.4810, 9.8882, 23.2340], [4.4448, 10.4344, 21.8602], [4.6022, 12.6828, 22.7724], [3.8054, 12.1670, 24.3210], [2.8666, 12.1787, 22.9255], [7.5690, 9.1861, 24.7434], [6.9026, 9.2328, 26.4613], [7.5024, 10.6425, 25.7008], [-11.6615, 7.3212, 16.4622], [-11.7482, 8.3940, 17.0520], [-11.4384, 9.6253, 16.5158], [-11.0429, 9.6888, 15.1748], [-12.2565, 10.2924, 14.4364], [-12.3447, 8.4331, 18.4585], [-10.7194, 8.7259, 14.7794], [-10.1911, 10.3688, 15.1756], [-12.0869, 10.5138, 13.3827], [-12.6137, 11.2180, 14.8879], [-13.1329, 9.6496, 14.5191], [-13.3744, 8.7890, 18.4246], [-11.7652, 9.0585, 19.1375], [-12.2967, 7.4112, 18.8347]], "lowdin_charge": [-0.115, -0.245, -0.239, -0.241, -0.262, -0.106, 0.060, 0.067, 0.058, 0.096, 0.104, 0.112, 0.110, 0.105, 0.117, 0.100, 0.103, 0.060, 0.053, 0.062, -0.069, -0.167, -0.250, -0.174, -0.134, -0.150, -0.163, -0.215, -0.119, 0.083, 0.084, 0.080, 0.113, 0.120, 0.114, 0.121, 0.120, 0.118, 0.116, 0.117, 0.085, 0.084, 0.084, -0.096, -0.194, -0.211, -0.179, -0.132, -0.197, -0.225, -0.191, -0.088, 0.086, 0.090, 0.086, 0.123, 0.124, 0.123, 0.120, 0.121, 0.129, 0.127, 0.130, 0.084, 0.088, 0.084, -0.095, -0.183, -0.233, -0.148, -0.127, -0.176, -0.234, -0.153, -0.115, 0.085, 0.080, 0.086, 0.121, 0.127, 0.117, 0.122, 0.126, 0.112, 0.119, 0.126, 0.083, 0.076, 0.086, -0.125, -0.186, -0.171, -0.186, -0.159, -0.136, -0.213, -0.212, -0.081, 0.086, 0.080, 0.091, 0.122, 0.120, 0.114, 0.126, 0.124, 0.120, 0.118, 0.124, 0.079, 0.080, 0.084, 0.102, -0.532, -0.017, -0.217, -0.070, 0.004, 0.116, 0.117, 0.065, 0.075, 0.075, 0.097, 0.090, 0.094, 0.075, -0.535, -0.019, -0.189, -0.059, 0.011, 0.117, 0.119, 0.072, 0.074, 0.071, 0.091, 0.081, 0.090, 0.024, -0.519, 0.002, -0.192, -0.061, 0.018, 0.127, 0.124, 0.075, 0.075, 0.069, 0.084, 0.085, 0.088, 0.057, -0.495, -0.017, -0.210, -0.072, 0.012, 0.118, 0.126, 0.080, 0.075, 0.072, 0.085, 0.089, 0.081, 0.084, -0.480, -0.031, -0.215, -0.069, 0.016, 0.114, 0.118, 0.074, 0.071, 0.070, 0.083, 0.082, 0.082, 0.061, -0.535, 0.004, -0.204, -0.056, 0.012, 0.121, 0.117, 0.070, 0.073, 0.075, 0.080, 0.093, 0.088, 0.090, -0.573, 0.010, -0.221, -0.072, 0.018, 0.128, 0.127, 0.080, 0.078, 0.081, 0.089, 0.079, 0.085, 0.062, -0.478, -0.047, -0.175, -0.066, 0.012, 0.110, 0.114, 0.072, 0.068, 0.072, 0.084, 0.084, 0.088, 0.073, -0.469, -0.039, -0.231, -0.060, 0.018, 0.117, 0.120, 0.072, 0.072, 0.075, 0.087, 0.079, 0.084], "orbital_gap_ev": 9.69, "spin_multiplicity": 1, "charge": 0, "lumo_energy_ev": 0.26}